{"formula": "CH2F3NS", "method": "ωB97M-V/def2-TZVPD", "energy_ha": -791.741098, "de_lowest_kcal_mol": 56.54, "total_charge": 0, "multiplicity": 1, "elements": ["C", "N", "F", "F", "F", "S", "H", "H"], "coordinates": [[-1.4592, 0.3043, -0.0368], [-0.3055, -0.1720, -0.2625], [2.0904, -0.0975, -0.9684], [1.4351, 1.3961, 0.5401], [0.9651, -2.0048, 0.2599], [1.2064, -0.2904, 0.3573], [-2.2580, 0.1122, -0.7140], [-1.6743, 0.7521, 0.8245]], "forces_ev_per_a": [[2.77, -2.20, -1.70], [-0.09, 0.15, -1.71], [-1.09, -1.24, 0.50], [-0.79, -0.15, -0.18], [0.33, 0.86, -0.75], [0.20, 0.51, 1.04], [-0.34, -0.04, -0.85], [-1.00, 2.11, 3.65]], "mulliken_charge": [-0.150, -0.189, -0.170, -0.356, -0.349, 0.681, 0.261, 0.273]}

---

{"formula": "C38H106NNiO16", "method": "ωB97M-V/def2-TZVPD", "energy_ha": -4277.577760, "total_charge": 1, "multiplicity": 3, "s_squared": 2.01, "elements": ["Ni", "C", "C", "C", "C", "C", "C", "N", "O", "C", "C", "C", "H", "H", "H", "H", "H", "H", "H", "H", "H", "H", "H", "H", "H", "H", "H", "H", "H", "H", "C", "C", "C", "O", "H", "H", "H", "H", "H", "H", "H", "H", "C", "C", "C", "O", "H", "H", "H", "H", "H", "H", "H", "H", "C", "C", "C", "O", "H", "H", "H", "H", "H", "H", "H", "H", "C", "C", "C", "O", "H", "H", "H", "H", "H", "H", "H", "H", "C", "C", "C", "O", "H", "H", "H", "H", "H", "H", "H", "H", "C", "C", "C", "O", "H", "H", "H", "H", "H", "H", "H", "H", "C", "C", "C", "O", "H", "H", "H", "H", "H", "H", "H", "H", "C", "O", "H", "H", "H", "H", "C", "O", "H", "H", "H", "H", "C", "O", "H", "H", "H", "H", "C", "O", "H", "H", "H", "H", "C", "O", "H", "H", "H", "H", "C", "O", "H", "H", "H", "H", "C", "O", "H", "H", "H", "H", "C", "O", "H", "H", "H", "H"], "coordinates": [[8.8813, -4.8006, 12.3668], [13.7269, -3.3947, 8.3684], [12.4547, -3.6893, 7.4973], [12.9942, -3.9379, 6.0807], [13.8291, -5.2132, 5.9011], [13.0927, -6.4443, 6.4369], [12.4387, -6.2998, 7.7293], [11.8388, -4.9615, 7.9778], [10.9983, -4.7317, 9.0452], [13.5238, -6.6635, 8.8979], [11.2992, -7.3835, 7.7511], [11.5753, -2.4296, 7.3364], [13.4153, -3.4283, 9.4124], [14.2063, -2.4281, 8.2132], [14.5429, -4.1135, 8.4427], [13.5200, -3.0476, 5.7355], [12.1532, -4.1605, 5.4241], [14.8823, -5.1911, 6.1810], [14.0308, -5.3929, 4.8451], [13.6819, -7.3565, 6.3440], [12.3508, -6.6332, 5.6611], [13.0732, -7.3097, 9.6512], [13.9972, -5.8529, 9.4519], [14.3634, -7.1836, 8.4369], [11.1461, -7.7233, 8.7754], [11.5357, -8.3325, 7.2697], [10.3165, -7.0688, 7.3998], [12.1347, -1.6567, 6.8093], [11.1880, -2.0749, 8.2916], [10.6798, -2.6017, 6.7394], [2.2834, -7.6066, 7.6076], [3.3788, -8.5578, 8.1323], [3.1558, -9.9639, 7.4657], [4.5393, -7.9258, 7.7803], [1.3051, -8.0848, 7.6555], [2.4649, -7.1202, 6.6492], [2.2855, -6.7413, 8.2705], [3.3466, -8.6511, 9.2178], [3.1162, -10.0229, 6.3780], [2.1908, -10.3852, 7.7473], [3.9255, -10.6984, 7.7027], [4.5474, -7.9302, 6.8204], [20.5447, -8.0303, 6.4183], [21.8211, -8.3363, 5.6496], [22.9187, -9.0977, 6.4951], [21.5201, -9.2250, 4.5836], [20.8829, -7.5079, 7.3132], [20.0188, -8.9663, 6.6068], [19.8399, -7.5280, 5.7556], [22.2852, -7.4049, 5.3254], [23.1906, -8.5764, 7.4130], [23.8006, -9.4138, 5.9381], [22.4342, -9.9924, 6.8862], [22.0545, -9.0292, 3.8105], [14.8720, -12.5986, 11.5265], [14.2629, -13.1689, 12.8805], [13.0542, -14.0893, 12.7745], [15.3140, -13.9987, 13.4433], [15.5629, -11.7612, 11.6248], [14.1106, -12.3474, 10.7881], [15.3195, -13.3340, 10.8579], [13.8957, -12.2935, 13.4163], [13.0388, -14.6636, 11.8482], [12.1472, -13.4865, 12.7299], [12.9624, -14.8041, 13.5922], [15.3491, -14.6207, 12.7129], [7.6293, -12.7162, 4.8879], [7.3962, -14.2547, 5.1293], [7.2749, -14.8871, 3.8352], [8.3888, -14.8720, 5.9205], [7.8536, -12.2782, 5.8605], [6.7784, -12.1766, 4.4719], [8.4802, -12.6996, 4.2069], [6.4303, -14.3499, 5.6252], [6.5144, -14.3017, 3.3183], [6.9164, -15.9068, 3.9754], [8.0830, -14.8688, 3.1040], [9.0086, -15.3414, 5.3573], [13.6284, -12.2909, 3.6711], [14.3455, -11.8856, 2.4249], [14.9297, -10.4864, 2.3423], [15.4606, -12.7949, 2.2948], [13.2060, -13.2957, 3.6833], [12.8099, -11.5808, 3.7893], [14.3748, -12.3270, 4.4647], [13.7720, -12.1051, 1.5244], [15.6207, -10.4301, 1.5012], [15.4845, -10.2128, 3.2397], [14.1633, -9.7147, 2.2710], [16.0258, -12.4946, 3.0103], [17.6793, -5.9188, -1.6780], [16.2857, -5.3612, -1.9581], [15.2300, -5.6901, -0.8861], [16.4303, -3.9399, -2.0143], [17.7530, -6.9884, -1.4811], [18.0914, -5.3979, -0.8137], [18.3259, -5.6602, -2.5166], [15.9127, -5.7405, -2.9095], [15.6380, -5.3575, 0.0684], [15.0471, -6.7639, -0.8451], [14.3260, -5.1176, -1.0937], [16.8412, -3.7573, -2.8624], [16.0386, 0.4348, 13.8089], [16.6500, -0.6016, 14.7706], [18.1754, -0.7570, 14.8365], [16.3282, -0.2527, 16.0996], [16.6861, 1.3081, 13.7306], [15.1111, 0.8258, 14.2271], [15.9255, 0.0184, 12.8079], [16.2857, -1.6148, 14.6011], [18.5260, -1.1667, 15.7837], [18.6431, 0.1907, 14.5693], [18.5281, -1.4294, 14.0544], [16.2443, 0.6800, 16.3109], [7.3080, -9.0261, 11.9446], [7.3742, -7.7289, 11.4274], [7.5968, -9.8895, 11.3453], [7.8012, -9.0240, 12.9166], [6.2450, -9.1683, 12.1396], [6.8498, -7.6280, 10.6296], [11.1717, 2.3180, 3.4265], [11.4837, 3.3109, 2.4495], [10.3989, 2.7646, 4.0521], [10.6979, 1.4546, 2.9595], [12.0300, 1.9963, 4.0164], [12.3861, 3.6382, 2.4617], [19.9139, -1.7961, 7.8398], [20.1916, -0.9317, 6.7658], [18.9180, -2.2101, 7.6825], [20.6278, -2.6158, 7.7592], [20.1458, -1.3582, 8.8107], [21.1492, -0.8891, 6.7136], [10.2964, -0.7863, 13.4567], [10.4964, -2.1670, 13.7213], [9.3769, -0.4074, 13.9029], [11.1527, -0.2490, 13.8643], [10.3043, -0.6514, 12.3752], [10.7740, -2.1311, 14.6396], [11.7120, -7.0831, 14.7278], [11.3572, -6.6830, 13.4284], [12.7545, -6.8509, 14.9458], [11.1797, -6.6192, 15.5582], [11.6419, -8.1702, 14.7632], [11.9866, -7.0131, 12.7831], [7.7348, -5.2120, 4.3135], [7.3103, -6.5380, 4.4686], [8.1582, -4.9286, 3.3499], [6.9655, -4.4804, 4.5605], [8.4401, -4.8533, 5.0632], [8.0071, -7.0313, 4.9076], [6.2503, -1.7738, 10.1031], [6.4119, -2.8970, 10.9903], [6.9753, -0.9916, 10.3279], [6.3837, -2.0180, 9.0492], [5.3062, -1.2687, 10.3072], [5.5189, -3.1872, 11.1898], [16.9303, -0.4601, 2.1869], [17.0830, 0.6404, 3.0748], [15.9682, -0.4916, 1.6755], [17.7402, -0.5596, 1.4643], [17.0092, -1.3602, 2.7965], [17.8197, 0.5727, 3.6867]], "forces_ev_per_a": [[0.25, -0.07, -0.15], [-0.60, 0.09, 1.51], [2.54, -0.25, -1.26], [0.12, -1.38, -0.47], [1.14, -0.32, -0.21], [0.50, 0.94, -3.18], [-0.54, -1.36, 3.26], [-2.50, 2.25, 2.49], [2.48, -1.54, -2.96], [-0.60, 0.10, -0.58], [0.00, -0.13, 1.48], [-0.73, -0.77, 0.93], [-0.35, 0.49, 0.24], [-0.37, 0.11, -0.37], [-0.21, -0.36, -1.09], [-0.05, -0.10, -0.06], [-0.36, 0.60, -0.16], [-0.03, 0.46, 1.10], [-0.63, 0.13, -0.37], [0.25, 0.12, 0.57], [-0.59, 0.08, 0.05], [-0.07, -0.07, -0.14], [-0.48, 0.37, -0.30], [-0.16, -0.24, -0.03], [-0.23, 0.32, 0.22], [0.52, 0.34, -0.52], [0.27, 0.42, -0.25], [0.18, -0.07, 0.32], [0.32, 0.18, 0.07], [0.07, -0.42, -0.17], [-0.66, 0.17, 1.54], [-2.47, -0.81, -2.00], [0.32, -0.13, 0.44], [2.55, 0.05, -0.02], [-0.13, 0.24, -0.22], [0.21, -0.79, -0.37], [-0.29, 0.04, 0.27], [-0.05, -0.02, -0.04], [0.12, 0.90, -0.24], [0.01, 0.08, 0.40], [0.10, 0.09, 0.47], [0.35, 0.21, -0.18], [0.60, -0.75, -0.74], [1.66, -1.17, 0.68], [-1.49, 0.27, 0.59], [-0.57, 0.28, -0.55], [-0.80, 0.16, 0.09], [0.29, -0.15, 0.61], [0.22, 0.72, 0.28], [-0.17, 0.15, -0.43], [0.32, 0.42, -0.18], [-0.14, 0.34, -0.15], [-0.02, -0.30, -0.24], [0.09, 0.04, 0.06], [-1.40, -0.57, -0.39], [0.84, -0.50, -1.72], [-0.78, 0.39, -1.05], [-0.56, 1.28, 0.28], [-0.11, -0.15, 0.36], [-0.68, 0.85, 0.44], [0.71, -0.68, 0.76], [1.01, -0.17, 0.96], [0.24, -0.17, -0.13], [-0.21, -0.04, 0.09], [0.25, 0.33, 0.16], [0.66, -0.57, 0.24], [0.52, -1.29, 0.99], [0.16, 2.04, 0.44], [-1.47, -0.99, -2.09], [0.10, 0.38, 0.65], [0.31, 0.24, -0.15], [-0.06, -0.35, -0.14], [0.11, 0.64, 0.09], [0.08, -0.21, 0.40], [-0.43, -0.37, -0.23], [0.03, -0.14, -0.39], [0.67, 0.02, 0.57], [-0.02, 0.06, -0.12], [-0.52, 0.44, 0.17], [1.16, -1.28, -1.16], [-0.53, 0.40, 0.41], [0.01, 0.17, -0.04], [0.03, 0.01, -0.62], [-0.01, 0.05, 0.82], [-0.28, 0.60, 0.45], [-0.32, 0.23, 0.05], [-0.22, 0.03, -0.05], [0.19, -0.27, 0.23], [-0.12, 0.01, -0.30], [0.59, -0.39, 0.05], [0.02, 0.11, 0.14], [-0.08, -0.38, 0.60], [0.99, 0.50, -0.33], [-0.45, -0.11, -0.18], [-0.24, -0.06, -0.18], [-0.07, 0.01, 0.12], [0.09, -0.18, -0.08], [0.01, 0.02, -0.23], [-0.14, -0.05, 0.19], [-0.13, 0.08, -0.03], [-0.07, -0.23, 0.01], [0.08, 0.29, -0.02], [0.89, -0.37, 0.13], [0.94, 0.59, 0.80], [0.22, 0.15, -1.88], [-1.23, -0.55, 1.43], [0.25, -0.01, -0.04], [-0.26, -0.44, -0.23], [-0.26, 0.14, 0.01], [-0.67, 0.14, 0.05], [-0.30, 0.29, -0.02], [0.22, 0.18, 0.55], [0.02, -0.23, -0.15], [0.16, 0.11, -0.65], [-1.76, -0.47, 1.01], [1.24, 1.30, -0.61], [0.62, 0.45, -0.42], [0.22, -0.09, -0.24], [-0.13, -0.58, 0.38], [-0.08, -0.27, -0.09], [-0.19, 0.71, -0.17], [-0.20, -0.18, -0.38], [0.14, -0.13, 0.45], [0.27, -0.07, -0.27], [-0.03, 0.05, 0.01], [0.01, -0.39, 0.36], [0.92, -0.89, -0.35], [0.01, 0.62, -0.27], [-0.03, 0.29, 0.52], [-0.18, -0.56, 0.16], [-0.74, 0.27, 0.16], [0.00, 0.27, -0.23], [0.38, 0.36, -0.52], [-0.29, -0.29, 0.30], [-0.08, 0.01, -0.10], [-0.09, 0.33, -0.07], [-0.20, 0.08, 0.09], [0.08, -0.79, 0.15], [1.41, -1.05, 0.42], [-1.15, 1.21, -0.45], [0.22, 0.12, -0.13], [-0.66, 0.10, -0.65], [-0.26, -0.07, 0.50], [0.09, -0.06, 0.17], [0.31, 1.67, 0.72], [-0.03, -0.05, -0.01], [-0.13, -0.49, -0.27], [-0.84, -0.42, -0.51], [0.70, -0.68, 0.20], [-0.01, -0.04, -0.09], [0.22, 0.70, 0.39], [0.12, 0.22, -0.26], [0.38, -0.32, 0.21], [-0.29, -0.32, 0.09], [-0.24, -0.29, -0.34], [0.06, -0.22, 0.08], [1.01, -0.91, 1.08], [-0.89, 0.83, -0.60], [0.06, 0.60, 0.23], [-0.01, 0.41, -0.26], [-0.27, -0.41, -0.11], [0.10, -0.53, -0.32]], "mulliken_spin": [0.998, 0.030, -0.020, 0.033, -0.015, 0.031, -0.049, 0.467, 0.492, 0.036, 0.004, 0.006, -0.004, 0.004, -0.002, 0.000, -0.008, 0.000, 0.000, -0.001, 0.000, -0.003, 0.000, 0.002, 0.000, 0.001, -0.006, -0.001, 0.001, -0.002, 0.000, 0.000, 0.000, 0.000, 0.000, 0.000, 0.000, 0.000, 0.000, 0.000, 0.000, 0.000, 0.000, 0.000, 0.000, 0.000, 0.000, 0.000, 0.000, 0.000, 0.000, 0.000, 0.000, 0.000, 0.000, 0.000, 0.000, 0.000, 0.000, 0.000, 0.000, 0.000, 0.000, 0.000, 0.000, 0.000, 0.000, 0.000, 0.000, 0.000, 0.000, 0.000, 0.000, 0.000, 0.000, 0.000, 0.000, 0.000, 0.000, 0.000, 0.000, 0.000, 0.000, 0.000, 0.000, 0.000, 0.000, 0.000, 0.000, 0.000, 0.000, 0.000, 0.000, 0.000, 0.000, 0.000, 0.000, 0.000, 0.000, 0.000, 0.000, 0.000, 0.000, 0.000, 0.000, 0.000, 0.000, 0.000, 0.000, 0.000, 0.000, 0.000, 0.000, 0.000, 0.000, 0.000, 0.000, 0.000, 0.000, 0.000, 0.000, 0.000, 0.000, 0.000, 0.000, 0.000, 0.000, 0.000, 0.000, 0.000, 0.000, 0.000, 0.000, 0.001, 0.000, 0.000, 0.000, 0.000, 0.000, 0.002, 0.000, 0.000, 0.000, 0.000, 0.000, 0.000, 0.000, 0.000, 0.000, 0.000, 0.000, 0.001, 0.000, 0.000, 0.000, 0.000, 0.000, 0.000, 0.000, 0.000, 0.000, 0.000]}